Molecular formula: C2H9NOS
Method: DFT, wB97M-V/def2-TZVPD

Structure (ORCA input):
```
! wB97M-V def2-TZVPD RIJCOSX def2/J DEFGRID3
* xyz 0 1
S -0.33728 -0.46988 -2.81842
H -1.66320 -0.33736 -2.89437
C 1.23844 0.45107 0.24787
O 1.99892 -0.65419 -0.15900
C 0.09534 -0.07880 1.14939
N -1.26887 0.07804 0.55243
H 0.85432 1.00122 -0.61536
H 1.87054 1.11940 0.83670
H 1.71120 -0.88474 -1.05572
H 0.23506 -1.14279 1.33192
H 0.05369 0.39805 2.13390
H -1.34452 -0.32518 -0.40634
H -1.48103 1.07420 0.46390
H -1.96260 -0.22903 1.23311
*
```

As for the highest occupied orbital energy: -6.8 eV. Its energy above the lowest of the compared OMol25 structures with the same formula, charge and spin is 159.9 kJ/mol. The total energy is -609.708325 a.u. Its max |F| is 1.2 eV Å⁻¹. The calculation puts the HOMO-LUMO gap at 6.401 eV.

These are the Löwdin partial charges, in e, on atoms 1 to 8:
1 S -0.070
2 H -0.437
3 C -0.284
4 O -0.086
5 C -0.129
6 N 0.152
7 H 0.072
8 H 0.117

Molecular formula: C5H6O
Method: DFT, wB97M-V/def2-TZVPD

Structure (ORCA input):
```
! wB97M-V def2-TZVPD RIJCOSX def2/J DEFGRID3
* xyz 0 1
C -1.75349 -0.05241 -0.26689
C -0.36155 0.43161 0.10933
C 0.73432 -0.01800 -0.84601
O 0.61416 -0.10204 -2.04450
C 1.93169 -0.32036 -0.05048
C 2.53185 -0.46061 0.98763
H -2.43769 0.13442 0.56608
H -1.75440 -1.12793 -0.47189
H -2.13299 0.46036 -1.15284
H -0.06720 0.09513 1.10647
H -0.31645 1.52904 0.12914
H 3.01176 -0.56922 1.93396
*
```

As for the highest occupied orbital energy: -10.3 eV. Its energy above the lowest of the compared OMol25 structures with the same formula, charge and spin is 194.4 kJ/mol. The SMILES is C#CC(=O)CC. The total energy is -269.272208 a.u. Its max |F| is 0.7 eV Å⁻¹. The calculation puts the HOMO-LUMO gap at 10.617 eV.

These are the Löwdin partial charges, in e, on atoms 1 to 8:
1 C -0.094
2 C -0.194
3 C -0.430
4 O 0.104
5 C -0.032
6 C 0.141
7 H 0.073
8 H 0.082

Molecular formula: C7H7F
Method: DFT, wB97M-V/def2-TZVPD

Structure (ORCA input):
```
! wB97M-V def2-TZVPD RIJCOSX def2/J DEFGRID3
* xyz 0 1
C 0.76847 0.41784 -0.54271
C -0.20796 1.35045 -0.68579
C -1.49920 1.22775 0.01942
C -2.66061 1.14502 0.41877
C 0.85379 -1.01470 0.03928
C 0.27737 -1.24673 1.42859
C -0.21884 -1.95335 0.22963
H 0.02335 2.15322 -1.33887
H -3.68309 1.31975 0.96535
H 1.82499 -1.48456 -0.08889
H -0.25138 -0.40818 1.93932
H 0.95297 -1.74003 2.16382
H -1.30690 -1.59920 -0.06409
H 0.07433 -3.02556 0.12257
F 2.05417 0.58076 -1.01581
*
```

As for the highest occupied orbital energy: -8.9 eV. Its energy above the lowest of the compared OMol25 structures with the same formula, charge and spin is 374.6 kJ/mol. The SMILES is C#C/C=C(/F)C1CC1. The total energy is -370.639670 a.u. Its max |F| is 4.1 eV Å⁻¹. The calculation puts the HOMO-LUMO gap at 9.873 eV.

These are the Löwdin partial charges, in e, on atoms 1 to 8:
1 C -0.176
2 C -0.043
3 C -0.154
4 C 0.078
5 C -0.239
6 C -0.131
7 C -0.153
8 H 0.097

Molecular formula: C4H9NO2S2
Method: DFT, wB97M-V/def2-TZVPD

Structure (ORCA input):
```
! wB97M-V def2-TZVPD RIJCOSX def2/J DEFGRID3
* xyz 0 3
C -0.61640 0.74384 -1.41806
C 0.85537 2.39434 0.39573
C 0.50923 0.06527 0.30819
C -0.29967 -2.43910 0.35336
N 1.38505 1.09943 0.31991
O -0.92017 3.46401 -1.24200
O 1.16883 2.61393 -2.19963
S 1.08499 -1.50592 -0.28485
S 0.04481 2.37272 -1.31048
H -0.08446 0.13611 -2.16388
H -1.72550 0.64416 -1.61916
H 0.10724 2.34424 1.07608
H 1.41143 3.27977 0.30777
H -0.10640 0.09660 1.09142
H -0.33300 -2.57011 1.53793
H -0.49580 -3.45870 -0.06181
H -1.18608 -2.00930 -0.00527
H 1.96301 1.01043 -0.49181
*
```

As for the highest occupied orbital energy (alpha / beta): -5.6 / -9.0 eV. Its energy above the lowest of the compared OMol25 structures with the same formula, charge and spin is 302.4 kJ/mol. The total energy is -1159.155281 a.u. Its max |F| is 4.5 eV Å⁻¹. The calculation puts the HOMO-LUMO gap (alpha / beta) at 6.163 / 6.441 eV.

These are the Löwdin partial charges, in e, on atoms 1 to 8:
1 C -0.120
2 C -0.170
3 C -0.613
4 C -0.439
5 N -0.117
6 O -0.337
7 O -0.324
8 S 0.872

Molecular formula: C7H17N4O
Method: DFT, wB97M-V/def2-TZVPD

Structure (ORCA input):
```
! wB97M-V def2-TZVPD RIJCOSX def2/J DEFGRID3
* xyz 1 1
C 1.32136 1.62155 -0.16074
C -0.21387 0.35544 -1.40328
C 1.27788 0.31933 -1.02484
C 1.85859 -0.82166 -0.14284
C -1.70295 -1.20098 1.11345
C -3.01484 -0.10273 -0.56398
C -1.94658 0.13808 0.43824
N 0.15416 1.47808 0.68962
N -0.75907 0.73213 -0.07948
N 2.80357 -1.72646 -0.57662
N 1.49663 -0.75559 1.17166
O 2.41691 1.57462 0.62673
H 1.24642 2.40620 -0.91587
H -0.41371 1.12089 -2.12076
H -0.66104 -0.52860 -1.78094
H 1.88321 0.42299 -1.87700
H -1.00702 -1.87398 0.51848
H -1.25036 -1.18364 2.13616
H -2.60764 -1.79228 1.01516
H -3.56424 0.82622 -0.87660
H -3.75836 -0.70550 -0.00263
H -2.84268 -0.75020 -1.40863
H -2.39377 0.79454 1.30645
H -0.23034 2.29981 0.96086
H 3.38074 -2.14771 0.17297
H 3.05265 -1.58675 -1.54969
H 1.03548 0.07875 1.47971
H 1.81283 -1.48875 1.76486
H 2.62601 2.49619 1.08955
*
```

As for the highest occupied orbital energy: -11.0 eV. Its energy above the lowest of the compared OMol25 structures with the same formula, charge and spin is 270.4 kJ/mol. The SMILES is CC(C)N1C[C@H](C(N)=[NH2+])[C@H](O)N1. The total energy is -570.869556 a.u. Its max |F| is 5.4 eV Å⁻¹. The calculation puts the HOMO-LUMO gap at 7.763 eV.

These are the Löwdin partial charges, in e, on atoms 1 to 8:
1 C -0.385
2 C -0.056
3 C -0.108
4 C -0.195
5 C -0.083
6 C -0.079
7 C -0.438
8 N 0.044

Molecular formula: C4H25Co3NO16P2
Method: DFT, wB97M-V/def2-TZVPD

Structure (ORCA input):
```
! wB97M-V def2-TZVPD RIJCOSX def2/J DEFGRID3
* xyz 0 10
Co -3.22480 1.38067 -0.29726
Co -2.46080 -0.89240 -2.28715
Co 0.97889 -1.57757 -0.70263
P -0.96430 0.04408 -0.33622
O -1.02103 -1.40049 -0.90721
O -1.69527 0.84437 -1.46141
O 0.52068 0.31887 -0.22342
O -1.94893 0.30381 0.84806
P -4.75943 0.47083 -2.19682
O -4.44549 1.94815 -1.71491
O -3.94309 -0.36030 -1.14969
O -3.87130 -0.00385 -3.40334
O -6.18012 0.04401 -2.37251
C 1.97218 -2.18213 3.39616
C 1.93013 -1.70961 1.95268
C 3.16818 -1.97698 1.11779
O 2.91525 -1.18375 -0.06225
C 4.08459 -0.73372 -0.76113
N 0.75653 -2.34681 1.24892
H 1.22217 -1.62882 3.96499
H 2.96485 -2.15067 3.84442
H 1.62701 -3.21036 3.55634
H 1.75450 -0.63328 1.96695
H 3.27279 -3.00746 0.77370
H 3.96815 -1.61337 1.76397
H 4.54856 -1.51798 -1.36086
H 4.81152 -0.28765 -0.08537
H 3.72915 0.05221 -1.42867
H 0.94963 -3.31972 1.49275
H -0.01159 -2.11872 1.89704
O -2.01758 -1.73851 2.58770
H -2.24342 -1.11959 1.84665
H -1.61122 -1.17091 3.25436
O -1.22621 -0.90951 -3.92839
H -1.18483 -1.40540 -4.75451
H -0.57432 -0.20092 -4.02184
O 1.83653 2.18104 1.30083
H 1.35841 1.43665 0.87784
H 2.22330 1.81562 2.10576
O -0.91814 3.01188 -2.76917
H -1.12413 2.18877 -2.23155
H -1.67502 3.08582 -3.36181
O -2.21390 3.18774 0.03907
H -2.31898 3.84098 0.74134
H -1.28658 3.25903 -0.23226
O -0.56931 1.09165 3.00402
H 0.11222 1.53525 2.48547
H -1.25902 0.82323 2.33998
O 1.69256 2.68922 -2.20209
H 0.78322 2.95581 -2.46770
H 1.56780 1.89079 -1.68665
*
```

As for the highest occupied orbital energy (alpha / beta): -7.2 / -7.2 eV. The total energy is -6257.302104 a.u. Its max |F| is 4.1 eV Å⁻¹. The calculation puts the HOMO-LUMO gap (alpha / beta) at 5.129 / 4.830 eV.

These are the Löwdin partial charges, in e, on atoms 1 to 8:
1 Co 0.737
2 Co 0.724
3 Co 0.942
4 P 0.170
5 O -0.368
6 O -0.400
7 O -0.317
8 O -0.362

Molecular formula: C3H4InO4
Method: DFT, wB97M-V/def2-TZVPD

Structure (ORCA input):
```
! wB97M-V def2-TZVPD RIJCOSX def2/J DEFGRID3
* xyz 2 2
O 0.57320 -1.36962 -0.09320
C 1.44197 -0.39261 -0.24173
C -0.69726 -0.85916 -0.35571
O 2.64247 -0.51899 -0.06454
O 0.82393 0.74286 -0.49516
C -0.54123 0.47194 -0.63943
In 4.26744 0.39649 0.05613
H -1.43778 -1.56964 -0.70734
H -1.12971 1.15122 -1.25590
H -1.78465 -0.21443 1.29133
O -1.77746 0.83539 1.53534
H -2.38092 1.32655 0.97022
*
```

As for the highest occupied orbital energy (alpha / beta): -17.2 / -17.1 eV. Its energy above the lowest of the compared OMol25 structures with the same formula, charge and spin is 68.8 kJ/mol. The total energy is -606.976348 a.u. Its max |F| is 8.2 eV Å⁻¹. The calculation puts the HOMO-LUMO gap (alpha / beta) at 7.249 / 3.386 eV.

These are the Löwdin partial charges, in e, on atoms 1 to 8:
1 O 0.244
2 C -0.473
3 C 0.112
4 O -0.140
5 O 0.207
6 C 0.126
7 In 1.113
8 H 0.200

Molecular formula: C6H14N2O2
Method: DFT, wB97M-V/def2-TZVPD

Structure (ORCA input):
```
! wB97M-V def2-TZVPD RIJCOSX def2/J DEFGRID3
* xyz -1 2
C 2.73773 1.51189 0.11720
C 1.00637 -1.52340 -1.59935
C 1.90842 0.51099 -0.64113
O 1.17587 1.05135 -1.50223
N 1.89870 -0.93762 -0.48792
H 2.11716 2.45311 0.09381
H 2.35835 -1.58613 0.04299
H 1.56614 -1.52088 -2.68741
H 3.00683 1.16999 1.13706
H 3.59478 1.75191 -0.48377
H 0.89116 -2.64794 -1.38080
H 0.11316 -0.84309 -1.77780
C -1.86278 1.93371 0.59323
C -1.75583 -1.81134 0.92323
C -2.33975 -0.52727 1.10039
O -3.52666 -0.27455 1.13286
N -1.35790 0.54430 0.84582
H -0.48505 0.38998 0.43937
H -1.26218 2.40946 -0.09783
H -2.16240 -2.52738 1.71185
H -2.98469 1.94154 0.33751
H -1.76083 2.68174 1.45044
H -2.16281 -2.24361 -0.01934
H -0.71378 -1.90678 0.75183
*
```

As for the highest occupied orbital energy (alpha / beta): 1.0 / -6.2 eV. Its energy above the lowest of the compared OMol25 structures with the same formula, charge and spin is 276.9 kJ/mol. The total energy is -496.920450 a.u. Its max |F| is 8.0 eV Å⁻¹. The calculation puts the HOMO-LUMO gap (alpha / beta) at 2.753 / 9.760 eV.

These are the Löwdin partial charges, in e, on atoms 1 to 8:
1 C -0.113
2 C -0.274
3 C -0.558
4 O -0.053
5 N -0.007
6 H 0.087
7 H -0.059
8 H 0.081

Molecular formula: H10O5
Method: DFT, wB97M-V/def2-TZVPD

Structure (ORCA input):
```
! wB97M-V def2-TZVPD RIJCOSX def2/J DEFGRID3
* xyz 0 1
H 1.11513 -0.82375 -0.84032
H 1.16170 0.69033 -0.96461
H -0.70443 2.17252 -0.45016
H -0.51653 1.62429 0.95490
H 3.62057 -0.25679 0.76131
H 2.63686 -1.02923 -0.10222
H -0.79835 -0.44285 1.90983
H -1.36171 -0.82066 0.54971
H -1.72906 -0.91628 -1.16124
H -3.04864 -0.81651 -0.41371
O 1.18111 -0.11639 -1.49169
O -0.61353 2.45056 0.46822
O 2.73614 -0.20188 0.38215
O -1.19286 -1.17881 1.42846
O -2.48638 -0.33456 -1.03062
*
```

As for the highest occupied orbital energy: -11.4 eV. Its energy above the lowest of the compared OMol25 structures with the same formula, charge and spin is 167.3 kJ/mol. The SMILES is O.O.O.O.O. The total energy is -382.160467 a.u. Its max |F| is 1.2 eV Å⁻¹. The calculation puts the HOMO-LUMO gap at 11.625 eV.

These are the Löwdin partial charges, in e, on atoms 1 to 8:
1 H 0.014
2 H 0.027
3 H 0.031
4 H 0.011
5 H 0.054
6 H 0.037
7 H 0.036
8 H -0.029

Molecular formula: C5H10EuO3
Method: DFT, wB97M-V/def2-TZVPD

Structure (ORCA input):
```
! wB97M-V def2-TZVPD RIJCOSX def2/J DEFGRID3
* xyz 1 9
C 2.56678 -2.02089 -0.13919
O 2.59220 -0.71316 0.36206
C 2.00154 0.27911 -0.46370
H 2.74591 -2.69845 0.70559
H 1.60750 -2.28112 -0.61784
H 3.35965 -2.16653 -0.89963
H 1.99106 1.23933 0.07430
H 1.20185 -0.09154 -1.13325
Eu 4.14751 0.78507 -2.02402
O -4.59572 -0.67719 1.96352
C -3.51901 -0.14018 2.04501
C -2.77403 0.38574 0.83431
O -1.54228 0.97248 1.17325
C -0.48013 0.13082 1.33532
H -3.02791 0.04276 3.02910
H -3.39696 1.16366 0.36698
H -2.64935 -0.43108 0.10284
H 0.16797 0.44874 2.15467
H -0.70871 -0.93996 1.39183
*
```

As for the highest occupied orbital energy (alpha / beta): -9.9 / -10.9 eV. Its energy above the lowest of the compared OMol25 structures with the same formula, charge and spin is 275.7 kJ/mol. The total energy is -1132.068401 a.u. Its max |F| is 2.1 eV Å⁻¹. The calculation puts the HOMO-LUMO gap (alpha / beta) at 4.932 / 5.753 eV.

These are the Löwdin partial charges, in e, on atoms 1 to 8:
1 C -0.152
2 O -0.352
3 C -0.364
4 H 0.103
5 H 0.095
6 H 0.053
7 H 0.023
8 H 0.030

Question: What is the formula in the fifth record?
Answer: C7H17N4O

Copy entry 1 word for word.
Molecular formula: C2H9NOS
Method: DFT, wB97M-V/def2-TZVPD

Structure (ORCA input):
```
! wB97M-V def2-TZVPD RIJCOSX def2/J DEFGRID3
* xyz 0 1
S -0.33728 -0.46988 -2.81842
H -1.66320 -0.33736 -2.89437
C 1.23844 0.45107 0.24787
O 1.99892 -0.65419 -0.15900
C 0.09534 -0.07880 1.14939
N -1.26887 0.07804 0.55243
H 0.85432 1.00122 -0.61536
H 1.87054 1.11940 0.83670
H 1.71120 -0.88474 -1.05572
H 0.23506 -1.14279 1.33192
H 0.05369 0.39805 2.13390
H -1.34452 -0.32518 -0.40634
H -1.48103 1.07420 0.46390
H -1.96260 -0.22903 1.23311
*
```

As for the highest occupied orbital energy: -6.8 eV. Its energy above the lowest of the compared OMol25 structures with the same formula, charge and spin is 159.9 kJ/mol. The total energy is -609.708325 a.u. Its max |F| is 1.2 eV Å⁻¹. The calculation puts the HOMO-LUMO gap at 6.401 eV.

These are the Löwdin partial charges, in e, on atoms 1 to 8:
1 S -0.070
2 H -0.437
3 C -0.284
4 O -0.086
5 C -0.129
6 N 0.152
7 H 0.072
8 H 0.117

Question: The highest max |F| belongs to which entry?
Answer: C3H4InO4